DFT (ωB97M-V/def2-TZVPD) results for 11 unconnected molecules or ions with the total composition C45H94F30N9OP6 at a distorted geometry.

Calculated values
HOMO-LUMO gap: 8.33 eV
net charge: +1
energy: -7383.99037 Ha
spin multiplicity: 1
HOMO level: -11.4 eV
strongest force on any atom: 4.200 eV/A

The geometry in XYZ format:
```
185
Properties=species:S:1:pos:R:3:forces:R:3:mulliken_charge:R:1
C 1.3674 -0.0216 -0.6611 -0.112 0.068 0.512 -0.0830
C 0.7879 -0.8781 0.4907 -0.445 -0.560 -0.798 1.6053
N 0.4345 -0.0337 1.6494 -1.498 0.795 -0.964 1.8404
C 1.0277 -0.1005 2.8906 -0.267 0.752 0.349 -0.8899
C 0.5111 0.9310 3.6430 -1.544 -0.164 -1.072 -0.9267
N -0.5146 1.5289 2.8742 2.511 -1.432 -1.814 0.7083
C -0.4856 0.9900 1.6166 1.165 -0.775 2.357 -1.8480
C -1.2107 2.7369 3.2691 -0.494 0.490 -0.845 -0.9957
H 1.9967 0.7775 -0.2683 -0.027 0.069 -0.083 0.0891
H 0.5195 0.4506 -1.1563 0.110 0.201 0.035 -0.1344
H 1.9248 -0.5325 -1.4477 -0.035 -0.416 0.273 -0.0918
H 1.2795 -1.7868 0.8412 1.043 0.862 0.138 -0.8860
H -0.0607 -1.4059 0.0485 -0.709 0.709 0.411 -0.6977
H 1.6869 -0.9324 3.0871 0.198 0.446 0.304 0.6975
H 0.6365 1.3537 4.6284 0.373 -0.596 0.182 0.6461
H -1.0267 1.3175 0.7426 -0.140 0.026 0.210 0.7632
H -0.9527 3.0087 4.2896 -0.272 -0.205 -0.042 0.4663
H -2.2693 2.5618 3.0849 -0.018 0.210 0.503 0.2833
H -0.9227 3.5277 2.5767 0.052 0.117 0.226 0.2252
C 6.3583 -1.2493 -3.5033 1.397 -0.512 0.676 -0.7372
C 7.4212 -1.1803 -2.3704 -0.576 -0.186 -1.666 -0.5743
N 6.8562 -0.9348 -1.0519 -1.579 2.397 0.486 0.3903
C 7.3008 -1.4760 0.0957 -0.368 0.473 2.371 -0.3908
C 6.6156 -0.8596 1.1313 0.023 -0.396 0.767 -0.3723
N 5.7357 0.0788 0.6472 1.541 -1.892 -3.249 0.3403
C 5.9033 0.0089 -0.7070 0.381 -0.069 0.179 -0.7997
C 4.7013 0.8058 1.3631 -0.449 0.494 0.663 -0.6898
H 6.9851 -1.4354 -4.3759 -0.345 0.185 -0.314 0.4367
H 5.8098 -0.3181 -3.6301 -0.177 -0.199 0.002 0.0578
H 5.7607 -2.1481 -3.3603 -0.451 0.359 -0.078 0.2727
H 8.1744 -0.4646 -2.7007 -0.094 0.458 0.731 0.3939
H 7.9562 -2.1296 -2.3732 -0.199 -0.089 0.475 0.3234
H 8.0856 -2.2113 0.1733 -0.131 -0.002 -0.181 0.4898
H 6.6055 -1.0109 2.2000 0.332 -0.362 -0.102 0.4995
H 5.3963 0.6881 -1.3743 0.057 -0.265 -0.205 0.5442
H 4.8929 1.8777 1.3981 0.297 -0.082 -0.097 0.3930
H 4.6513 0.4312 2.3845 0.090 -0.069 -0.089 0.3231
H 3.7177 0.6704 0.9161 0.209 -0.271 -0.148 0.1650
C 3.8592 -2.8136 -1.0762 0.154 0.106 0.041 0.5086
C 3.2695 -4.1606 -1.4695 0.057 0.673 -0.430 -1.5647
N 1.8134 -4.2597 -1.2998 -0.936 -0.680 1.967 0.3634
C 0.7904 -3.6776 -2.0104 -1.005 -0.649 0.113 -0.3802
C -0.4030 -4.2147 -1.5478 1.106 0.197 0.026 -0.8635
N -0.1159 -5.0407 -0.4568 2.839 1.485 -1.694 0.3520
C 1.2653 -5.0150 -0.3428 -1.725 -0.252 0.196 -0.5052
C -1.0280 -5.8821 0.2715 -0.778 -0.684 0.828 -0.8286
H 3.9156 -2.5527 -0.0187 -0.322 -0.601 0.194 0.0362
H 3.3157 -1.9963 -1.5527 0.232 -0.073 -0.294 0.0087
H 4.8926 -2.8551 -1.4206 -0.017 0.284 -0.145 0.2002
H 3.7723 -4.9861 -0.9687 -0.365 0.016 0.235 0.4278
H 3.4185 -4.3056 -2.5402 0.129 -0.030 -0.017 0.3550
H 0.9978 -2.9182 -2.7473 -0.202 -0.268 -0.200 0.6408
H -1.3838 -4.1317 -1.9889 -0.062 0.185 0.437 0.5813
H 1.8244 -5.4601 0.4673 0.027 -0.169 -0.096 0.5420
H -0.4998 -6.3574 1.0971 0.169 -0.144 -0.252 0.3844
H -1.4896 -6.6316 -0.3710 0.421 -0.107 -0.139 0.4037
H -1.8782 -5.3786 0.7330 0.286 0.763 -0.257 0.2171
C -3.8546 0.3383 5.8000 -0.401 -0.354 -1.828 -0.8911
C -4.6864 1.1566 4.7839 0.043 1.438 1.558 -0.3417
N -5.7815 0.4698 4.1193 1.641 -3.165 -2.220 0.3240
C -6.7431 1.0719 3.3890 -2.644 0.891 0.561 -0.3870
C -7.5449 0.1456 2.7612 2.725 -0.546 0.577 -0.6409
N -6.7924 -1.0583 2.8766 0.485 2.681 1.218 0.3238
C -5.6909 -0.8167 3.6364 -2.378 0.621 -0.024 -0.1984
C -7.1901 -2.3044 2.3379 -0.214 -1.039 -0.627 -0.8373
H -3.2451 0.9945 6.4180 0.056 0.012 -0.228 0.5637
H -3.2380 -0.3074 5.1717 0.520 -0.167 0.524 -0.1723
H -4.4793 -0.2868 6.4386 -0.163 0.126 0.029 0.3754
H -4.1573 1.6713 3.9831 0.537 -0.209 0.330 0.2813
H -5.1298 1.9606 5.3725 -0.265 0.135 -0.344 0.2868
H -6.9037 2.1355 3.4927 0.003 0.002 0.082 0.5099
H -8.5114 0.2320 2.2934 0.260 -0.110 -0.212 0.4853
H -4.9530 -1.5871 3.7898 0.099 0.333 0.304 0.1797
H -6.4944 -3.0709 2.6752 -0.297 -0.100 0.100 0.2750
H -7.1549 -2.3072 1.2484 0.071 0.209 0.015 0.2908
H -8.2200 -2.4752 2.6505 0.132 -0.415 0.069 0.4075
C -1.4872 6.9717 -4.1647 0.096 0.512 0.745 -1.1706
C -1.2589 6.2283 -5.4199 0.265 -0.862 -1.834 -0.9593
C -1.2357 4.6973 -5.2916 1.808 0.114 0.312 -0.1678
C 0.1963 4.2167 -4.8120 -1.737 -0.604 0.456 -0.9307
P 0.3631 2.4079 -4.8935 1.265 1.413 1.466 0.9408
C -1.0613 1.5339 -4.2318 0.188 1.289 -0.052 -0.8449
C -1.0587 0.0540 -4.3643 -0.157 -2.528 -0.966 -0.4883
C -2.2393 -0.6732 -3.6853 0.307 1.107 0.179 -0.1434
C -2.4516 -2.1573 -3.9699 0.892 0.346 0.795 -0.8191
C 0.7332 1.8416 -6.5190 -0.996 0.311 -0.748 -1.3481
C -0.4212 1.8503 -7.5630 -0.195 -0.925 0.887 -0.6873
C -0.0640 0.9720 -8.7422 1.186 0.855 -0.180 -0.5701
C -1.1483 0.8401 -9.7625 -0.335 -0.699 -1.062 -1.4066
C 1.8013 1.9950 -3.8050 0.852 -0.771 -1.213 -0.2928
C 3.2275 2.0073 -4.5208 -1.012 0.833 0.449 -0.7976
C 3.8640 3.3922 -4.8230 -1.108 -0.694 -0.594 -0.0595
C 5.0587 3.1860 -5.7438 0.559 -0.488 1.314 -1.2774
H -2.3990 6.6390 -3.6697 -0.035 0.396 0.118 0.3115
H -1.4520 8.0406 -4.3765 -0.564 0.051 0.137 0.4047
H -0.6515 6.8342 -3.4763 -0.078 -0.312 0.155 0.2593
H -0.3423 6.6186 -5.8703 0.390 -0.418 0.012 0.3517
H -1.9523 6.3991 -6.2466 -0.613 0.519 0.466 0.3617
H -1.4315 4.2332 -6.2588 -0.209 0.044 -0.028 0.2326
H -1.9778 4.3718 -4.5623 -0.043 -0.030 -0.038 0.3410
H 0.3016 4.3863 -3.7381 -0.016 0.366 0.071 0.3765
H 1.0085 4.7388 -5.3167 0.004 -0.259 -0.216 0.7722
H -1.8576 2.0072 -4.8101 -0.504 -0.201 0.336 0.9112
H -1.1127 1.8664 -3.1922 -0.293 0.110 0.111 0.3966
H -0.1346 -0.4441 -4.0578 0.270 0.338 0.481 0.0570
H -1.1170 -0.2891 -5.4016 0.002 0.518 -0.405 0.2007
H -3.1351 -0.1111 -3.9542 -0.139 -0.055 0.066 0.4675
H -2.0858 -0.5301 -2.6139 -0.393 -0.103 0.140 -0.1084
H -3.3990 -2.3905 -3.4854 -0.106 -0.458 -0.534 0.4150
H -1.6894 -2.7213 -3.4267 0.048 -0.025 0.051 -0.3002
H -2.3207 -2.4801 -5.0022 -0.626 0.253 -0.143 0.3992
H 0.9579 0.7990 -6.2839 0.713 -0.113 -0.673 0.5037
H 1.5425 2.4830 -6.8689 0.474 -0.594 -0.062 0.5860
H -0.7386 2.8283 -7.9232 0.283 0.156 0.244 0.4835
H -1.2853 1.3903 -7.0774 -0.262 0.164 0.014 0.2979
H 0.3716 0.0175 -8.4414 -0.495 -0.230 0.281 0.4409
H 0.7954 1.4532 -9.2177 0.085 0.070 -0.230 0.3279
H -1.3374 1.7304 -10.3630 0.025 0.299 0.406 0.3569
H -2.1019 0.4797 -9.3753 0.031 0.046 0.182 0.3439
H -0.8192 0.1145 -10.5087 -0.125 -0.163 -0.001 0.3945
H 1.6464 0.9344 -3.5927 -0.171 -0.085 0.260 -0.4178
H 1.7248 2.5242 -2.8547 -0.001 0.281 -0.123 0.6676
H 3.0930 1.4532 -5.4506 0.196 0.011 -0.096 0.2840
H 3.9228 1.4159 -3.9227 -0.021 -0.034 0.184 0.1003
H 4.1167 3.8876 -3.8861 0.097 0.107 -0.090 0.4508
H 3.1042 3.9916 -5.3282 -0.009 0.220 0.108 0.1018
H 5.6151 4.0842 -6.0056 -0.320 0.034 -0.242 0.3827
H 4.8370 2.5383 -6.5912 -0.121 0.367 -0.216 0.3351
H 5.7302 2.6042 -5.1063 0.494 -0.125 -0.286 0.2628
C -0.5701 -2.9371 3.8543 1.361 0.296 0.711 -0.9897
N -1.1760 -3.8655 4.9233 -0.701 0.999 -2.681 0.4226
C -2.1371 -4.6956 4.0615 0.775 -0.547 1.932 -0.6890
C -0.0971 -4.7472 5.5776 -1.177 1.086 -0.252 -0.8634
C -2.0855 -3.0719 5.8620 0.773 -0.015 0.831 0.2328
C -1.3596 -2.1599 6.8680 -0.360 0.096 -0.871 -1.0337
O -0.6919 -1.1733 6.1145 -0.304 -0.669 0.051 0.1524
H -1.1997 -2.1834 3.3818 -0.841 -0.288 0.720 -0.4085
H -0.1966 -3.5260 3.0189 0.116 -0.368 0.395 0.6057
H 0.2338 -2.3893 4.3439 0.043 -0.164 -0.159 0.5043
H -2.8542 -4.0822 3.5199 0.261 0.185 0.056 0.1388
H -2.6163 -5.2888 4.8409 -0.429 -0.499 -0.628 0.5312
H -1.5169 -5.3033 3.4059 -0.230 -0.030 -0.027 0.2243
H 0.4534 -5.3089 4.8261 -0.431 -0.048 -0.107 0.3117
H -0.6734 -5.3559 6.2724 0.456 -0.208 0.108 0.3643
H 0.6353 -4.1025 6.0611 -0.269 0.070 0.188 0.3049
H -2.7328 -3.7569 6.4113 0.260 -0.364 -0.031 0.4044
H -2.7469 -2.5085 5.2047 0.266 0.239 -0.003 -0.4736
H -0.7079 -2.6912 7.5646 0.247 -0.269 -0.254 0.5100
H -2.1348 -1.7455 7.5181 -0.215 0.214 -0.080 0.5364
H -0.1412 -0.6695 6.7274 0.123 0.178 0.122 0.0191
P -0.3268 4.1873 -0.6016 -1.743 2.542 1.138 1.9495
F 0.0747 2.6749 -0.9445 -0.152 -1.496 -0.663 -0.5084
F -1.3136 4.2763 -1.9336 0.725 0.072 0.100 -0.4829
F -1.6602 3.6796 0.1732 0.629 0.003 0.250 -0.3649
F -0.5728 5.7672 -0.1662 -0.143 -1.734 -1.025 -0.3775
F 0.5550 4.0366 0.7506 0.288 -0.092 -0.362 -0.3713
F 0.9000 4.6322 -1.5490 0.597 0.282 0.095 -0.4145
P 3.2311 -3.5278 3.0589 3.076 0.038 1.008 1.5745
F 4.6601 -3.8923 3.7283 -0.561 -1.428 0.313 -0.3550
F 3.6046 -4.5294 1.8081 -0.671 -0.206 0.046 -0.3409
F 2.3914 -4.7028 3.8066 0.439 0.491 -0.551 -0.3481
F 1.9021 -3.0655 2.2419 0.191 -0.017 0.484 -0.6535
F 3.0305 -2.5289 4.3154 -1.359 -0.065 -0.912 -0.2941
F 4.1260 -2.3733 2.3005 -0.978 0.936 -0.882 -0.2855
P 1.1901 1.1319 7.8932 2.214 1.397 2.194 1.1656
F 1.8397 0.4806 6.5740 -0.542 -0.201 -1.010 -0.2790
F 0.6990 -0.3660 8.3112 -0.212 -0.435 -0.053 -0.4368
F 2.6481 0.9250 8.6481 -0.793 -0.630 -0.279 -0.3948
F 0.6082 1.6894 9.2657 -0.247 0.177 0.305 -0.3771
F 1.7291 2.5746 7.4478 -0.494 0.282 -0.431 -0.4007
F -0.2507 1.4284 7.2146 0.162 -0.476 -0.842 -0.2785
P -3.2583 -1.7021 0.7724 -2.201 -0.339 0.418 1.5450
F -3.6581 -2.6505 -0.5283 1.199 0.916 0.535 -0.4083
F -4.7690 -1.0144 0.6343 1.643 -0.067 -0.167 -0.4168
F -3.9795 -2.8647 1.7130 0.477 0.287 0.240 -0.4879
F -2.9905 -0.7809 2.0996 0.061 -0.701 -0.268 -0.3367
F -1.8340 -2.5007 0.9959 -0.472 0.207 -0.325 -0.4312
F -2.4970 -0.5809 -0.0995 -0.580 -0.667 -0.309 -0.3158
P -4.1127 4.8267 4.1810 -2.468 2.935 -0.358 1.1916
F -3.9965 5.9555 5.3323 1.027 -0.440 0.152 -0.3856
F -5.4265 4.2462 4.9682 -0.275 -0.893 0.086 -0.3933
F -5.1342 5.8345 3.4439 -0.537 0.074 -0.746 -0.3657
F -4.3754 3.7442 2.9709 0.601 -0.517 0.471 -0.3329
F -2.9440 5.5327 3.2821 0.478 -1.438 1.165 -0.3586
F -3.2421 3.7963 5.0447 0.987 -0.013 -0.732 -0.3151
```
Positions in Å, forces in eV/Å.